This record from OMol25 describes C40H46FeGe2N6O2S as an isolated structure in a non-equilibrium geometry. The level of theory is wB97M-V/def2-TZVPD.

XYZ file:
```
98
Properties=species:S:1:pos:R:3
Fe -0.18925 0.80022 0.31770
O -3.51966 3.14507 0.13060
C -2.72544 2.24136 -0.01849
N -1.36367 2.33520 0.03425
C -0.70867 3.53882 0.41663
C -1.03085 4.81095 -0.03957
C -0.26538 5.89425 0.35659
C 0.81417 5.71038 1.21586
C 1.11852 4.45118 1.70715
C 0.35503 3.34718 1.31625
N 0.46416 2.06762 1.85371
C 1.63578 1.47831 2.25327
O 1.79030 0.80485 3.25068
C 2.68523 1.54545 1.15909
C 3.99012 1.95648 1.33328
C 4.81182 2.02693 0.21934
C 4.30087 1.66592 -1.01755
C 2.98778 1.23756 -1.09674
N 2.17952 1.18753 -0.03453
C -3.22724 0.83118 -0.24528
C -4.58037 0.55736 -0.21538
C -4.99339 -0.75151 -0.40998
C -4.04322 -1.73406 -0.65490
C -2.71082 -1.36953 -0.69331
N -2.31506 -0.11586 -0.46698
H -1.87712 4.94195 -0.70020
H -0.50894 6.88658 -0.00163
H 1.41476 6.56116 1.51337
H 1.93086 4.31186 2.41257
H 4.34080 2.22320 2.32144
H 5.84086 2.34936 0.31259
H 4.90651 1.71002 -1.91290
H 2.57084 0.89517 -2.03478
H -5.26938 1.37300 -0.04426
H -6.04722 -1.00080 -0.38636
H -4.33023 -2.76459 -0.81553
H -1.92861 -2.08546 -0.91639
C 2.89898 -3.28211 1.10154
C 2.37690 -1.87803 1.42647
Ge 0.60412 -1.56294 0.61754
C -0.40715 -3.22467 0.99396
C -0.26248 -4.31733 -0.07155
C 0.87139 -1.64969 -1.36608
C 0.51261 -0.87667 -2.40206
Ge -0.44545 0.87809 -2.12947
C -2.11875 0.96298 -3.17383
C -2.00371 1.45150 -4.62076
C 0.43030 2.63444 -2.49135
C 1.32305 2.83192 -3.71879
C 0.79562 -1.29247 -3.80720
C 0.81552 -0.35791 -4.83882
C 1.11022 -0.71938 -6.14618
C 1.39575 -2.04119 -6.44633
C 1.36774 -2.99219 -5.43266
C 1.06440 -2.62592 -4.13262
H 3.91354 -3.39308 1.48984
H 2.94273 -3.47164 0.02676
H 2.28450 -4.05957 1.55911
H 3.07240 -1.12050 1.06428
H 2.27459 -1.73524 2.50324
H -1.46204 -2.98469 1.14343
H -0.03783 -3.57437 1.96081
H -0.70548 -4.01888 -1.02699
H -0.76554 -5.23146 0.25324
H 0.78183 -4.57337 -0.25930
H 1.39510 -2.58597 -1.58222
H -2.77022 1.64603 -2.62593
H -2.59071 -0.02133 -3.14423
H -1.47559 2.40491 -4.69109
H -3.00488 1.60352 -5.02600
H -1.49898 0.72853 -5.25746
H 0.97371 2.90929 -1.58860
H -0.43208 3.30343 -2.54589
H 2.16575 2.13954 -3.74931
H 1.73236 3.84409 -3.70665
H 0.77263 2.71962 -4.65306
H 0.61116 0.67510 -4.61033
H 1.11530 0.03102 -6.92795
H 1.63535 -2.33356 -7.46064
H 1.58087 -4.02964 -5.65875
H 1.02700 -3.39180 -3.36768
C -3.02975 -0.84394 7.00851
C -2.00397 -1.26243 6.01043
C -1.09649 -2.26427 6.18739
C -0.18539 -2.53431 5.14969
N -0.22587 -1.89820 3.98952
C -1.15153 -0.95671 3.79542
S -1.40979 -0.15534 2.32919
N -1.97689 -0.60042 4.83196
C 0.86885 -3.58019 5.29937
H -2.97331 -1.46256 7.89942
H -4.02973 -0.93370 6.58115
H -2.88093 0.19883 7.29513
H -1.07374 -2.82499 7.11034
H -2.62605 0.15573 4.65828
H 0.82817 -4.05983 6.27475
H 1.85124 -3.12605 5.15912
H 0.74723 -4.33432 4.52026
```

Output
- Kohn-Sham gap (alpha / beta) (eV) = 6.16 / 5.01
- E (a.u.) = -7846.33435
- <S²> = 8.81
- highest occupied orbital energy (alpha / beta) (eV) = -9.295 / -9.461
- net charge = +1
- multiplicity = 6
- LUMO level (alpha / beta) (Eh) = -0.1151 / -0.1636


This record from OMol25 describes C40H46FeGeN5O2SSi2 as an isolated structure in a non-equilibrium geometry. The level of theory is wB97M-V/def2-TZVPD.

XYZ file:
```
98
Properties=species:S:1:pos:R:3
Fe 0.47988 0.00408 0.94657
N -7.29770 -1.75570 -1.82668
C -6.27208 -1.20080 -1.07704
C -6.11848 0.18665 -1.00070
C -5.11682 0.74295 -0.22920
C -4.25784 -0.07731 0.48902
C -4.42063 -1.45465 0.44536
C -5.41348 -2.01655 -0.33524
S -2.96431 0.61275 1.47306
O -3.30101 1.98400 1.74831
O -2.75947 -0.29139 2.57705
N -1.60015 0.51902 0.59400
C -1.41954 1.26871 -0.51461
N -0.11781 1.25556 -0.88841
C 0.20973 1.85748 -2.02376
C -0.73209 2.50749 -2.79590
C -2.02946 2.50880 -2.30195
N -2.38663 1.91157 -1.17672
H -7.68136 -1.17717 -2.55449
H -7.18462 -2.71794 -2.09670
H -6.79669 0.82912 -1.55009
H -4.99046 1.81408 -0.17383
H -3.78297 -2.08499 1.05136
H -5.54245 -3.09226 -0.35738
H 1.25044 1.81226 -2.32326
H -0.47228 2.98767 -3.72651
H -2.82277 3.01521 -2.84358
C 3.91549 -2.57191 1.76362
Si 3.42038 -1.01607 2.68606
C 4.52346 0.38324 2.09010
C 3.87386 -1.40474 4.47766
C 1.60598 -0.54972 2.56761
C 0.61858 -1.63809 2.75850
C 0.35234 -2.44002 3.86302
C -0.67588 -3.36337 3.76028
C -1.43157 -3.44054 2.59551
C -1.15895 -2.56222 1.56732
N -0.15143 -1.70168 1.66075
Si 1.21566 1.11260 3.36505
C -0.49227 1.20471 4.13281
C 1.33826 2.22818 1.83280
C 2.41473 1.80637 4.63175
H 4.99875 -2.68110 1.87465
H 3.69802 -2.55574 0.69727
H 3.45705 -3.46284 2.19570
H 5.52579 -0.01567 1.91225
H 4.61878 1.19668 2.81013
H 4.17726 0.80003 1.14504
H 4.93721 -1.65311 4.53851
H 3.32195 -2.27474 4.84274
H 3.68834 -0.57526 5.15957
H 0.93800 -2.32740 4.76474
H -0.90569 -4.01844 4.59113
H -2.24069 -4.14997 2.49922
H -1.73335 -2.54273 0.65087
H -1.17686 1.81060 3.53577
H -0.41794 1.66392 5.12161
H -0.96771 0.22965 4.24556
H 0.70404 2.02654 0.95101
H 2.37557 2.25141 1.49093
H 1.02805 3.24507 2.09146
H 2.31926 1.26238 5.57413
H 2.13049 2.84406 4.82836
H 3.46134 1.79367 4.33305
C 1.15735 -6.31192 -0.79027
C 1.19665 -5.58597 -1.97147
C 1.22196 -4.19823 -1.93291
C 1.22597 -3.50154 -0.72055
C 1.17637 -4.25131 0.45233
C 1.14251 -5.63860 0.42219
Ge 1.30098 -1.52770 -0.86897
C 3.12147 -1.01341 -1.41395
C 3.49955 0.32809 -1.40486
C 4.75033 0.72686 -1.85538
C 5.65439 -0.22159 -2.31298
C 5.29959 -1.56348 -2.31706
C 4.04144 -1.95355 -1.87619
C 0.17115 -1.22752 -2.46046
C -1.21990 -1.28194 -2.37101
C -2.01808 -1.07288 -3.48581
C -1.43325 -0.82172 -4.72126
C -0.05166 -0.77728 -4.83006
C 0.74280 -0.97399 -3.70561
H 1.13116 -7.39397 -0.81450
H 1.20022 -6.09677 -2.92629
H 1.23153 -3.65318 -2.87051
H 1.15786 -3.76046 1.41470
H 1.10150 -6.19223 1.35239
H 2.81560 1.07700 -1.01587
H 5.02414 1.77470 -1.83688
H 6.63361 0.08358 -2.65902
H 6.00311 -2.30930 -2.66558
H 3.77833 -3.00594 -1.88741
H -1.69899 -1.45928 -1.41334
H -3.09683 -1.10085 -3.38604
H -2.05389 -0.66079 -5.59387
H 0.41168 -0.58533 -5.79021
H 1.82244 -0.92524 -3.80451
```

Output
- Kohn-Sham gap (alpha / beta) (eV) = 7.42 / 8.52
- E (a.u.) = -6293.94593
- <S²> = 1.17
- highest occupied orbital energy (alpha / beta) (eV) = -8.048 / -7.943
- net charge = 0
- multiplicity = 2
- LUMO level (alpha / beta) (Eh) = -0.0230 / 0.0213


This record from OMol25 describes C40H46N3O8RbS as an isolated structure in a non-equilibrium geometry. The level of theory is wB97M-V/def2-TZVPD.

XYZ file:
```
99
Properties=species:S:1:pos:R:3
Rb -0.07355 -0.28395 -1.12543
C -1.09710 -3.34659 -2.25942
C -1.68324 -3.49707 -0.98159
C -0.64163 -3.57370 -0.02836
C 0.58288 -3.46129 -0.70775
C 0.30429 -3.31791 -2.08974
C 1.30227 -3.18508 -3.21434
C 1.92947 -3.46490 -0.02855
C -0.76910 -3.74805 1.46193
C -3.15711 -3.55617 -0.66262
C -1.80275 -3.25120 -3.59638
H 0.88159 -2.61070 -4.05051
H 1.62094 -4.15310 -3.63198
H 2.21918 -2.66915 -2.89643
H 1.97997 -2.72395 0.78399
H 2.73771 -3.23306 -0.73290
H 2.17281 -4.43787 0.42651
H -1.82112 -3.72075 1.77801
H -0.23911 -2.95882 2.00929
H -0.35234 -4.70750 1.81407
H -3.45211 -2.80059 0.07756
H -3.46273 -4.53182 -0.25786
H -3.76452 -3.37377 -1.55435
H -1.50270 -4.05858 -4.28259
H -1.61003 -2.31271 -4.12077
H -2.88862 -3.32515 -3.47939
C -2.33339 2.55567 -1.42800
C -2.01463 3.46235 -0.38664
C -2.72325 3.08056 0.77589
C -3.42516 1.89215 0.47669
C -3.18057 1.56465 -0.88617
C -3.79280 0.43968 -1.68657
C -4.29444 1.11274 1.43469
C -2.78004 3.88940 2.04757
C -1.13685 4.68554 -0.47949
C -1.93041 2.65471 -2.87895
H -3.05939 -0.06182 -2.33098
H -4.59447 0.79070 -2.35497
H -4.22403 -0.33323 -1.04312
H -3.72672 0.46786 2.12419
H -4.97813 0.44918 0.89666
H -4.91372 1.77057 2.05701
H -1.78480 4.09624 2.48488
H -3.36755 3.38282 2.82252
H -3.24353 4.87831 1.89669
H -0.17458 4.57348 0.04769
H -1.62360 5.57182 -0.04762
H -0.89158 4.92674 -1.51936
H -2.80530 2.76620 -3.53843
H -1.38746 1.77829 -3.23627
H -1.27811 3.51726 -3.05715
O 0.13696 -0.36639 1.47863
S -0.34538 1.05256 1.64290
C -1.00020 1.19524 3.35891
C -0.60160 0.07222 4.26852
C 0.21745 0.30585 5.36862
C 0.56824 -0.72944 6.22543
C 0.10992 -2.01910 5.98119
C -0.70208 -2.26301 4.87887
C -1.05633 -1.22420 4.03061
C 1.16250 2.06753 1.83000
C 2.00147 1.77385 3.03506
C 2.11461 2.69938 4.06941
C 2.86622 2.41076 5.20369
C 3.50719 1.18276 5.31766
C 3.39674 0.25204 4.28965
C 2.65611 0.54511 3.15364
H -2.07770 1.21730 3.19203
H -0.68947 2.16920 3.74113
H 0.59702 1.30800 5.54974
H 1.21471 -0.52925 7.07385
H 0.39322 -2.83317 6.63923
H -1.04308 -3.26885 4.65930
H -1.67578 -1.42453 3.16264
H 0.81427 3.10406 1.79064
H 1.69680 1.84238 0.90420
H 1.60914 3.65704 3.98319
H 2.94863 3.14513 5.99775
H 4.09052 0.95205 6.20321
H 3.88863 -0.71104 4.37466
H 2.55997 -0.18325 2.35410
O 4.48153 -0.24665 -7.82124
N 4.86124 0.06747 -6.70883
O 6.03301 0.23540 -6.42075
C 3.86455 0.24458 -5.66986
C 2.51427 0.07462 -5.97414
C 1.57735 0.24621 -5.01352
C 1.90222 0.69101 -3.65662
O 1.06686 1.04709 -2.83833
C 3.34593 0.72273 -3.40233
C 4.27181 0.54854 -4.38145
N 3.85220 0.98546 -2.05091
O 5.03451 1.24974 -1.93189
O 3.08992 0.91485 -1.12242
N 0.17566 -0.00214 -5.39086
O -0.62809 -0.16713 -4.51788
O -0.08351 -0.04340 -6.58045
H 2.21098 -0.20935 -6.97064
H 5.32202 0.63239 -4.14746
```

Output
- Kohn-Sham gap (eV) = 4.74
- E (a.u.) = -2740.05462
- highest occupied orbital energy (eV) = -1.048
- net charge = -2
- LUMO level (Eh) = 0.1357


- Look up the E of the first one.
  -7846.33435 a.u.